Record 1
DFT (ωB97M-V with the def2-TZVPD basis set) results for a molecular structure, C64H49N2O3P2PdS2.

```
! wB97M-V def2-TZVPD RIJCOSX def2/J DEFGRID3
* xyz 3 5
Pd -0.29559 0.23431 0.02838
O -0.57558 -1.41570 2.53083
S -0.39401 0.08702 2.51852
C 0.81299 0.40032 3.74700
C 0.39973 0.46323 5.06574
C 1.29707 0.60088 6.13263
C 2.63153 0.64455 5.84376
C 3.82445 0.79149 6.74905
C 5.05066 0.58872 5.82594
C 4.46739 0.41755 4.44839
C 5.06793 0.17551 3.24585
C 4.24335 0.01438 2.12438
C 2.85878 0.09106 2.14735
P 2.08046 -0.05981 0.50533
C 2.74158 -1.56586 -0.24572
C 3.15745 -2.62222 0.50756
C 3.52826 -3.85017 -0.08106
C 3.48632 -4.00600 -1.48314
C 3.07302 -2.99410 -2.28221
C 2.61775 -1.70135 -1.72888
C 2.85698 1.31255 -0.41378
C 4.11629 1.20822 -1.00371
C 4.72927 2.32521 -1.55259
C 4.08994 3.55685 -1.52038
C 2.82946 3.66937 -0.94721
C 2.21598 2.55205 -0.39915
C 2.20468 0.34822 3.39674
C 3.06151 0.48709 4.50827
C -1.92815 0.75295 3.05413
C -2.04452 1.90751 3.79891
C -3.29414 2.38064 4.24433
C -4.40746 1.63931 3.94752
C -5.85395 1.82003 4.33475
C -6.59313 0.60860 3.70504
C -5.52853 -0.13590 2.93907
C -5.58321 -1.25341 2.15558
C -4.40005 -1.67645 1.51632
C -3.16995 -1.06784 1.67991
P -1.85469 -1.65376 0.55439
C -1.72570 -3.46313 0.70747
C -0.85226 -4.07979 1.61213
C -0.87284 -5.45606 1.77188
C -1.75505 -6.23898 1.04311
C -2.62314 -5.63876 0.14475
C -2.60761 -4.26480 -0.02901
C -2.60640 -1.40569 -1.10083
C -3.63902 -0.48967 -1.31583
C -4.15799 -0.32366 -2.59171
C -3.65446 -1.04150 -3.66716
C -2.60823 -1.93600 -3.46106
C -2.07939 -2.10711 -2.18879
C -3.07401 0.03195 2.59193
C -4.28256 0.49290 3.13576
H -0.65219 0.37988 5.29276
H 0.92400 0.65361 7.14614
H 3.79390 0.07206 7.56692
H 3.82377 1.78202 7.20685
H 5.62741 -0.29256 6.10868
H 5.73843 1.43377 5.85834
H 6.14138 0.09046 3.14538
H 4.73129 -0.19169 1.18105
H 3.22276 -2.51365 1.58357
H 3.86093 -4.66651 0.54314
H 3.80453 -4.94141 -1.92257
H 3.06272 -3.10519 -3.35906
H 3.07194 -0.85391 -2.25006
H 4.64205 0.26026 -1.01423
H 5.71335 2.23563 -1.99286
H 4.57696 4.43068 -1.93176
H 2.33512 4.63099 -0.91164
H 1.24009 2.65358 0.07067
H -1.15303 2.45039 4.08314
H -3.34385 3.27535 4.84976
H -6.23544 2.76903 3.95553
H -5.96774 1.85292 5.41825
H -7.40804 0.91780 3.05086
H -7.03401 -0.03402 4.46765
H -6.50450 -1.79581 1.99209
H -4.47250 -2.52442 0.84464
H -0.15711 -3.49813 2.18973
H -0.19655 -5.91788 2.47810
H -1.76939 -7.31213 1.17657
H -3.32108 -6.23872 -0.42291
H -3.31195 -3.82927 -0.72328
H -4.06021 0.06879 -0.49100
H -4.98371 0.35786 -2.75061
H -4.08667 -0.92584 -4.65410
H -2.60108 -2.65386 -5.25155
H -1.28735 -2.83521 -2.05458
C 4.65525 1.68297 -6.79285
C 3.64276 1.08953 -5.86009
C 3.09877 -0.17421 -6.10005
C 2.15046 -0.71043 -5.24969
C 1.77328 0.01735 -4.11924
C 2.30299 1.27640 -3.84554
C 3.22530 1.80023 -4.73026
S 0.48122 -0.71168 -3.19612
O -2.04453 -2.66112 -4.46142
O 1.11229 -1.57597 -2.03642
N -0.18042 0.51357 -2.27833
C -1.03167 1.37389 -2.81516
C -1.23656 1.53614 -4.21842
C -2.08179 2.50686 -4.71425
C -2.76375 3.34509 -3.84784
C -2.63213 3.21010 -2.43643
C -3.35346 4.02891 -1.54526
C -3.21461 3.82981 -0.19833
C -2.36417 2.80989 0.24518
N -1.67184 2.03037 -0.56884
C -1.78979 2.22796 -1.89750
H 4.75477 1.09747 -7.70344
H 5.63375 1.72891 -6.31143
H 4.37999 2.70239 -7.06282
H 3.40407 -0.73014 -6.97646
H 1.69582 -1.66926 -5.47095
H 2.00784 1.82999 -2.96370
H 3.63973 2.78220 -4.54004
H -0.70084 0.89640 -4.90767
H -2.20689 2.61571 -5.78243
H -3.42302 4.10998 -4.23796
H -4.00849 4.79819 -1.93431
H -3.74881 4.43296 0.52150
H -2.25097 2.61984 1.30647
*
```

Computed properties:
- relative energy (zero: lowest compared OMol25 entry of this formula, charge and spin) (kcal per mole) = 9.7
- Kohn-Sham gap (spin up / spin down) (eV) = 6.694 / 4.949
- strongest force on any atom (Eh/bohr) = 0.014


Record 2
DFT (ωB97M-V with the def2-TZVPD basis set) results for a molecular structure, C14H29Br4Co2N3O6 at a distorted geometry.

```
! wB97M-V def2-TZVPD RIJCOSX def2/J DEFGRID3
* xyz 2 7
Co 0.15033 -23.55373 -21.76477
Co 3.07041 -24.04419 -19.21771
C 2.50515 -22.52142 -21.22748
O 3.10337 -22.20157 -20.13722
O 1.53571 -21.96488 -21.82069
O 2.20469 -23.78594 -21.08736
C 4.80029 -19.82988 -20.44172
O 5.60314 -20.74099 -20.59789
N 5.02979 -18.52038 -20.58237
C 3.93797 -17.59856 -20.33066
C 6.38032 -17.98519 -20.76276
H 3.75386 -20.03668 -20.15791
H 3.99198 -17.10076 -19.36044
H 2.98903 -18.13518 -20.27816
H 3.76806 -16.86673 -21.11836
H 7.08260 -18.78675 -20.97543
H 6.32920 -17.32385 -21.62722
H 6.72314 -17.46256 -19.87073
C -2.52007 -22.61587 -23.21356
O -1.67851 -23.21180 -22.52526
N -2.63225 -21.29454 -23.34153
C -1.51818 -20.37642 -22.98552
C -3.90341 -20.69829 -23.73277
H -3.36107 -23.13526 -23.68756
H -1.60293 -19.85030 -22.03686
H -1.38736 -19.66180 -23.79689
H -0.60156 -20.96715 -22.99916
H -4.47468 -20.40352 -22.85564
H -3.61716 -19.80015 -24.28373
H -4.41372 -21.29691 -24.48486
C 1.49089 -24.22559 -24.56200
O 0.60740 -24.08185 -23.69436
N 2.28030 -25.27705 -24.67582
C 3.26525 -25.39303 -25.75816
C 2.47006 -26.31494 -23.66777
H 1.73399 -23.43502 -25.27923
H 4.26285 -25.20285 -25.36698
H 2.98544 -24.71089 -26.56062
H 3.23396 -26.37404 -26.23093
H 2.15523 -27.29570 -24.02163
H 3.53404 -26.42185 -23.44666
H 2.01916 -26.08750 -22.70383
Br 4.04803 -21.60733 -25.37869
C 3.67140 -19.73792 -24.90675
C 2.70794 -19.64729 -23.71797
Br 2.18223 -17.79098 -23.47250
H 3.30703 -19.14914 -25.74590
H 4.63016 -19.28245 -24.66688
H 3.18000 -20.06199 -22.82872
H 1.81417 -20.24647 -23.87777
Br 1.80559 -19.03326 -17.43684
C 0.40533 -20.16287 -18.28577
C 0.34852 -19.83721 -19.78101
Br -0.13964 -17.98306 -20.18594
H -0.52479 -19.99638 -17.75434
H 0.75351 -21.19546 -18.28153
H -0.31941 -20.50882 -20.32365
H 1.31558 -20.03755 -20.24073
*
```

Computed properties:
- Kohn-Sham gap (spin up / spin down) (eV) = 4.101 / 3.874
- strongest force on any atom (Eh/bohr) = 0.128


Record 3
DFT (ωB97M-V with the def2-TZVPD basis set) results for C4H10OSSi2 in the gas phase at a distorted geometry.

```
! wB97M-V def2-TZVPD RIJCOSX def2/J DEFGRID3
* xyz 0 1
C 1.23868 -1.27297 0.78300
C 0.26513 -0.84177 -0.04342
C -0.49103 0.38988 0.03331
C 0.11849 -2.01018 -1.04037
O 0.00760 1.26180 0.87112
Si 1.37889 2.27458 1.00041
Si -2.27658 0.62494 -0.67011
S 1.05039 3.35435 -0.76059
H 1.81596 -2.21395 0.51525
H 1.41314 -0.80265 1.76340
H -0.89422 -1.84822 -1.51309
H 0.08929 -3.01054 -0.59673
H 0.86692 -1.83830 -1.72746
H 2.44873 1.19223 1.17296
H -2.59036 0.38081 -2.05703
H 1.20786 3.07598 2.34723
H -3.02148 1.81823 -0.17143
H -2.62740 -0.53423 0.09356
*
```

Computed properties:
- relative energy (zero: lowest compared OMol25 entry of this formula, charge and spin) (kcal per mole) = 42.5
- Kohn-Sham gap (spin up / spin down) (eV) = 5.213 / 5.214
- strongest force on any atom (Eh/bohr) = 0.090


Record 4
DFT (ωB97M-V with the def2-TZVPD basis set) results for a molecular structure, C3H2CuMgO3 at a distorted geometry.

```
! wB97M-V def2-TZVPD RIJCOSX def2/J DEFGRID3
* xyz 1 1
C -0.04586 -0.52400 1.63350
C -1.02920 0.28766 1.30288
O -1.55512 0.83138 0.41834
H 0.86762 -0.11241 2.03621
H -0.24871 -1.57580 1.77049
O 0.15193 -1.44700 -1.58188
C 0.91530 -0.74900 -1.09237
O 1.54823 0.35901 -1.37654
Cu 0.42451 2.25369 -1.56459
Mg -1.02869 0.67646 -1.54604
*
```

Computed properties:
- relative energy (zero: lowest compared OMol25 entry of this formula, charge and spin) (kcal per mole) = 3.0
- Kohn-Sham gap (spin up / spin down) (eV) = 6.112 / 6.773
- strongest force on any atom (Eh/bohr) = 0.170


Q: The highest strongest force on any atom belongs to which entry?
A: C3H2CuMgO3


Q: What is the strongest force on any atom in the second record?
A: 0.128 Eh/bohr


Q: Look up the strongest force on any atom of the third one.
A: 0.090 Eh/bohr